This record from the Open Molecules 2025 dataset describes C2LiO4Pr as an isolated structure at a distorted geometry. The level of theory is ωB97M-V/def2-TZVPD.

Each line ends with the Mulliken spin population.
Positions of all 8 atoms, in Å:
O  1.13138  1.32905  -0.06825  -0.0024
O  -1.08802  1.41935  0.29984  -0.0018
C  -0.17707  -0.57315  -0.58774  0.0015
O  0.66592  -1.23146  0.10597  -0.0022
Li  -2.06171  -0.64626  0.98979  -0.0002
Pr  2.92363  -0.25208  0.29474  3.0060
C  -0.07063  0.97281  -0.25404  -0.0002
O  -1.32349  -1.01825  -0.78031  -0.0007

Forces on atoms 1 to 6 (eV/Å):
1.6101 0.6014 -0.4757
0.9746 -0.4161 -1.0247
-3.2585 0.0172 2.1042
2.5947 -0.2674 -0.6637
0.1206 0.5062 -0.9610
-1.9239 0.4805 -0.2611

Its expectation value of S² is 3.752. The net charge is +1. Its multiplicity is 4.

This record from the Open Molecules 2025 dataset describes a 8-piece molecular cluster, C8H32N10O8 overall at a distorted geometry. The level of theory is ωB97M-V/def2-TZVPD.

Each line ends with the natural charge from an NBO analysis.
Positions of all 58 atoms, in Å:
O  18.79182  4.96335  17.37159  -0.7708
H  15.58175  2.96251  16.90054  0.1652
H  20.60900  5.85882  15.87189  0.4176
C  19.92601  4.56059  17.17937  0.7725
H  21.85383  2.27658  15.31731  0.4188
C  19.44862  -0.35785  17.77585  -0.2359
N  24.26968  3.36508  15.15504  -0.8166
H  18.72120  -1.40710  19.33820  0.4748
H  17.92330  3.06447  17.20412  0.4856
N  21.88710  6.96353  14.01752  -0.8687
H  25.88947  3.50297  16.52070  0.3779
O  15.18580  7.95624  17.49612  -0.6951
H  19.90199  2.95584  18.53537  0.4037
H  24.83673  6.05618  18.48120  0.4644
H  15.09994  5.62982  17.84895  0.3904
H  25.24857  3.30628  14.91334  0.3754
C  20.81994  7.34850  13.37850  0.7498
N  20.82001  5.02546  16.40207  -0.8179
O  17.58300  2.37921  16.62428  -0.7303
C  21.34874  3.12318  13.56685  0.7673
H  20.27034  -0.43134  17.06348  0.1730
N  25.05578  3.40022  17.08150  -0.7808
N  20.55472  2.82662  12.66038  -0.7803
O  24.30044  5.86024  19.25295  -0.7439
H  19.72515  0.38102  18.52798  0.1507
N  16.02347  5.93295  17.57452  -0.8361
H  22.87724  5.62258  17.91637  0.1586
H  22.55745  6.74834  19.34256  0.1796
H  17.96992  6.61503  16.94875  0.4145
N  17.31739  7.38297  17.01647  -0.8447
O  22.90479  3.01338  16.87246  -0.7706
H  22.55972  7.52641  14.51837  0.3889
H  17.54682  8.28176  16.61692  0.3810
H  20.49385  1.56453  14.46860  0.3892
H  15.90866  1.19153  16.74180  0.1739
H  18.57967  -0.04238  17.19834  0.1777
H  16.88163  5.40146  17.60881  0.4135
O  22.11163  4.07172  13.56785  -0.7455
N  20.33405  3.54943  17.84177  -0.8293
H  21.47072  9.17135  13.92084  0.3736
H  20.39441  3.59793  12.02833  0.4187
H  20.05568  9.18040  12.94152  0.4031
H  16.27202  2.01446  18.12915  0.1448
H  21.20929  3.15899  17.52301  0.4107
C  22.95002  5.79446  18.99027  -0.2430
O  20.00926  6.65790  12.83259  -0.6660
H  22.59386  4.85798  19.41951  0.1841
H  21.97874  5.95844  13.97870  0.4334
C  24.00827  3.29988  16.40535  0.7619
C  16.09170  7.17781  17.35098  0.7429
C  16.30386  2.15969  17.04934  -0.2483
N  20.79261  8.64992  13.38383  -0.8239
H  21.68072  4.50340  16.32001  0.4166
O  19.22041  -1.51626  18.52552  -0.7402
H  23.51386  3.42650  14.48790  0.4392
H  25.10938  3.34377  18.08850  0.4255
H  19.95389  2.01488  12.64682  0.3970
N  21.23305  2.25077  14.52103  -0.8277

Forces on atoms 1 to 6 (eV/Å):
-2.2912 1.6603 -0.2821
0.0156 0.1211 -0.7143
0.3155 -0.3413 -0.2083
-3.0699 -0.0160 1.6205
-0.2146 -0.1104 0.2415
-0.3947 1.0061 0.8894

The net charge is 0. Its multiplicity is 1.

This record from the Open Molecules 2025 dataset describes one molecule with the formula C8H15NOSSi at a distorted geometry. The level of theory is ωB97M-V/def2-TZVPD.

Each line ends with the natural charge from an NBO analysis.
Positions of all 27 atoms, in Å:
H  1.74237  1.44957  -1.19301  0.2056
H  -0.70452  -0.00364  -2.31631  0.4837
H  1.03592  0.11098  2.32929  0.2339
O  -0.93520  0.97218  -2.33010  -0.7042
C  -1.83838  1.92814  1.03525  -0.4117
H  3.40254  -1.95700  -0.09934  0.2228
S  -3.11675  1.15599  1.96314  0.3515
C  -0.54073  1.56073  -1.18073  0.1201
H  -1.52075  2.79729  1.44844  0.2239
C  -3.12076  -0.06873  0.68463  -0.0932
H  -0.70759  2.60424  -1.45594  0.1936
C  0.13338  -1.89846  -1.06706  -1.1306
Si  1.23265  -0.71197  -0.00314  1.5385
H  3.57705  -0.62142  0.81795  0.2322
H  -3.86797  -0.90130  0.86267  0.2214
H  -0.65971  -0.51632  1.68174  0.2325
H  -0.95606  -1.40579  -1.15620  0.2683
H  3.60562  -0.50519  -0.85483  0.2308
C  -1.53688  1.20522  -0.09630  0.0947
N  -2.26487  0.08799  -0.24544  -0.4672
C  1.09376  1.14085  -0.49828  -0.8586
H  0.56420  -1.71656  2.19956  0.2248
H  0.06414  -2.82027  -0.59229  0.2360
H  1.03377  1.90111  0.35102  0.2313
C  0.48438  -0.71396  1.83912  -1.0651
H  0.65341  -2.08133  -2.07358  0.2356
C  3.14697  -0.99236  -0.05025  -1.0505

Forces on atoms 1 to 6 (eV/Å):
2.6823 1.2176 -2.6521
-0.5873 1.6739 -0.0436
-0.6005 -0.7532 0.3289
0.8806 -3.0560 -2.1497
-1.6526 -2.7685 -0.5301
0.9008 -3.9574 -0.2300

The net charge is 0. Its multiplicity is 1.

This record from the Open Molecules 2025 dataset describes C38H37ClCrN4O4PS4 as an isolated structure at a distorted geometry. The level of theory is ωB97M-V/def2-TZVPD.

Each line ends with the Mulliken spin population.
Positions of all 90 atoms, in Å:
C  3.90293  0.92494  -3.31835  -0.0008
C  -0.40563  -3.65835  3.27115  -0.0013
C  -3.09740  3.64077  2.01102  -0.0001
N  -2.60051  -0.74704  2.07527  0.0015
H  -2.77800  2.89524  -0.96346  -0.0001
C  2.47509  -3.74888  0.03926  -0.0035
C  -3.18060  2.25968  1.95185  0.0011
C  -2.04132  2.61943  -1.71156  0.0001
S  2.79245  -0.09748  2.90756  -0.0145
H  -4.13216  0.08092  -2.18240  0.0000
P  1.71469  1.03360  -1.57299  -0.0307
C  -2.74772  3.51260  4.38787  0.0001
H  0.99920  -0.77109  -3.70851  0.0001
H  3.30457  5.01266  -0.75794  0.0002
C  2.85562  5.02427  1.34094  0.0002
H  -4.64563  -0.99160  -0.87489  0.0000
H  4.44799  -0.70599  -6.23606  0.0000
C  0.61004  -3.73558  2.32617  0.0004
C  2.60341  0.50732  -3.06378  0.0085
C  2.92313  4.45951  0.09062  -0.0055
C  -0.95207  -5.96684  -0.31496  0.0001
H  3.06547  -3.74706  0.95949  0.0016
H  -0.27874  -6.82743  -0.31390  0.0000
H  -3.35365  1.77007  1.00066  0.0006
C  -2.10208  -2.14429  -0.41670  -0.0004
C  0.12179  1.67815  -2.26038  -0.0154
C  -2.87425  4.26909  3.23024  -0.0002
O  -3.95938  -0.54874  3.85323  0.0003
H  0.62163  1.71382  -4.35592  -0.0001
C  1.95436  2.98932  2.16725  0.0003
C  0.41615  -4.45381  1.15477  -0.0006
C  -3.04763  1.50105  3.11094  -0.0007
C  4.35806  0.04958  2.18757  0.0092
H  -3.21251  3.33122  -3.36424  0.0000
H  5.57011  0.83188  -4.66436  0.0000
H  2.17665  -1.54630  -5.72708  0.0000
C  -2.84983  2.13154  4.33077  -0.0008
C  2.65277  -0.83738  -5.06219  0.0005
H  -3.20162  4.22587  1.10532  0.0000
H  -2.75439  1.53139  5.22798  0.0000
C  -3.22610  0.02085  3.08772  -0.0003
H  -0.67879  1.80316  -0.26944  -0.0011
O  2.41101  -1.97698  -1.52287  -0.0046
H  -1.97695  -6.32709  -0.40451  0.0000
Cr  1.90823  0.37896  0.74185  1.1330
C  2.32293  4.28854  2.39918  -0.0040
N  2.49971  2.54876  -1.30596  0.0027
C  1.99385  -0.40146  -3.92899  0.0005
C  -0.77653  -5.15615  0.94129  -0.0001
H  3.20794  6.03697  1.49737  -0.0001
H  -3.45478  0.27932  -0.56446  -0.0002
H  2.73326  3.13490  -2.09018  -0.0008
H  -2.70840  -5.61428  1.74722  0.0000
S  -0.27437  0.59946  1.90677  -0.0081
C  -1.42025  -0.53449  1.40219  -0.0001
N  2.06678  2.39543  0.95710  0.0130
H  1.56395  2.37156  2.96111  0.0047
S  4.22817  0.28911  0.46322  -0.0600
C  4.56092  0.49436  -4.46529  0.0006
C  -1.59747  -4.31886  3.03990  -0.0002
H  -2.57396  3.99978  5.33883  0.0000
C  2.15465  -2.31536  -0.38139  0.0095
H  3.05491  -4.19022  -0.76141  0.0000
C  -2.27911  2.87652  -3.05413  -0.0001
C  2.49573  3.14202  -0.08218  -0.0034
O  1.33115  -4.59394  0.15603  0.0010
H  -1.49908  2.73397  -5.05033  0.0000
H  -2.81026  5.34946  3.27640  0.0000
H  -1.84693  -0.87166  -2.12767  0.0001
H  -0.25995  -3.08431  4.17757  -0.0004
C  3.93544  -0.37486  -5.34195  -0.0005
Cl  -2.91280  -4.16884  4.17505  0.0000
C  -1.32034  2.53665  -3.99958  -0.0002
H  -1.54279  -3.02636  -0.72668  -0.0003
H  1.53592  -3.20792  2.51289  0.0066
H  -0.69822  -5.37466  -1.19632  0.0000
C  -0.85524  2.01393  -1.31853  0.0032
H  -0.23959  -1.23089  -0.00343  -0.0101
C  -2.66194  -1.41974  -1.64348  -0.0002
H  2.20537  4.71339  3.38578  0.0002
H  -2.94625  -1.69691  2.07493  -0.0007
H  -3.01800  -2.17016  -2.35312  0.0001
O  1.60803  -1.57460  0.55015  -0.0034
N  -1.18308  -1.30542  0.35007  -0.0042
H  4.41594  1.56863  -2.61338  -0.0001
C  -3.79075  -0.45674  -1.29637  0.0000
H  -2.91857  -2.48627  0.22002  0.0004
C  -1.77697  -5.08036  1.89620  0.0002
S  5.78347  -0.03837  2.99039  -0.0232
C  -0.12093  1.95514  -3.60785  0.0007

Forces on atoms 1 to 6 (eV/Å):
0.0488 0.0711 0.0420
0.0205 0.0024 -0.0111
0.0061 -0.0222 0.0278
-0.0696 0.3410 0.0973
0.0466 -0.0474 -0.0862
0.0232 -0.1137 0.4293

Its expectation value of S² is 0.775. The net charge is 0. Its multiplicity is 2.

This record from the Open Molecules 2025 dataset describes a 5-piece molecular cluster, C5H20O5 overall at a distorted geometry. The level of theory is ωB97M-V/def2-TZVPD.

Each line ends with the natural charge from an NBO analysis.
Positions of all 30 atoms, in Å:
C  0.33129  -2.58954  2.12122  -0.2492
O  -0.18904  0.54028  0.56528  -0.7380
H  2.38218  3.46466  2.07369  0.1591
H  0.67693  -0.71863  -1.62005  0.1882
H  1.27991  -2.90318  0.41592  0.4790
C  1.44661  3.87370  1.67822  -0.2447
H  0.42012  0.42053  2.55310  0.1534
O  0.47436  -0.99714  -3.62797  -0.7116
H  1.08909  4.61843  2.40855  0.1539
H  -0.04640  -1.58975  -4.17729  0.4841
H  -2.20849  0.87790  -1.96805  0.1695
H  -0.74267  -2.52269  2.27501  0.1839
H  1.40891  -2.21747  -2.20386  0.1668
O  -1.86140  -0.85430  -3.06319  -0.7612
H  -0.92249  -0.64067  -3.02521  0.4731
C  0.54501  -1.54387  -2.31844  -0.2952
H  0.68209  -3.56430  2.46074  0.1753
C  -2.46535  -0.18186  -1.97541  -0.2527
H  0.70760  3.07350  1.66735  0.1807
H  -3.53895  -0.30981  -2.08722  0.1732
H  -2.17668  -0.61407  -1.00797  0.1572
H  0.82092  -1.81468  2.71701  0.1681
H  -0.35190  -2.10273  -2.03555  0.2066
H  0.22308  -0.31106  0.37017  0.4835
O  1.57732  4.41959  0.39335  -0.7146
H  -0.93206  1.52284  2.20163  0.1841
H  -1.17907  -0.23580  2.24786  0.1570
O  0.55152  -2.36692  0.73703  -0.7488
H  2.48615  4.70072  0.27211  0.4653
C  -0.48858  0.56632  1.95197  -0.2460

Forces on atoms 1 to 6 (eV/Å):
0.0050 0.0592 0.1904
-0.0866 0.1290 0.1808
-0.0180 -0.0425 -0.1461
-0.0103 0.0510 -0.1029
0.0604 0.0180 0.1112
-0.2076 -0.0119 0.9777

The net charge is 0. Its multiplicity is 1.

This record from the Open Molecules 2025 dataset describes one molecule with the formula C20H18N2O3S at a distorted geometry. The level of theory is ωB97M-V/def2-TZVPD.

Each line ends with the natural charge from an NBO analysis.
Positions of all 44 atoms, in Å:
C  0.39201  -0.33024  0.89785  0.5880
H  -6.88824  1.88811  -3.93330  0.2211
H  2.06024  -0.85386  2.55995  0.4503
H  3.09863  -2.35334  3.94064  0.2155
H  3.25513  1.22524  -1.16514  0.4597
H  -3.91583  -1.96683  -3.02340  0.2005
N  2.97676  -0.56262  2.17416  -0.5846
C  5.96174  -0.92687  5.12422  -0.2253
O  2.41427  1.42668  -1.67198  -0.6539
H  -0.96088  -1.10847  -0.56646  0.2099
C  -4.55987  -1.12348  -3.18904  -0.2626
C  6.09697  0.08151  4.17030  -0.1873
H  5.18536  1.11410  2.51163  0.2343
C  3.95839  -1.68223  3.99976  -0.2256
H  -4.88209  2.21797  -2.66581  0.2533
H  -0.11638  0.60281  -2.44939  0.2409
H  -2.48696  -0.66575  -2.01574  0.3911
O  0.36729  -0.86044  2.01091  -0.5942
H  4.81544  -2.61008  5.76164  0.2173
C  -4.21710  0.11966  -2.69757  0.2179
H  -0.01624  2.23043  -1.98965  0.2612
O  -3.03963  2.28768  -1.23318  -0.6000
H  6.92817  0.77142  4.28055  0.2150
C  5.12491  0.25945  3.17823  -0.2256
N  -2.99937  0.16125  -2.00561  -0.6158
C  4.89132  -1.80170  5.03613  -0.2025
H  6.70918  -0.97927  5.91692  0.2159
H  -1.75691  -0.40053  0.93844  0.2488
H  -7.45424  -0.41986  -4.80064  0.2148
C  -6.54377  -0.24185  -4.20369  -0.2355
C  -0.96548  -0.28686  0.16678  -0.4925
H  -5.86925  -2.28279  -4.45359  0.2189
C  -1.15009  1.03985  -0.57145  -0.2770
C  0.02424  1.21644  -1.57400  -0.4795
S  4.31420  0.35281  0.07861  -0.1475
C  -5.71178  -1.32000  -3.95990  -0.1951
C  -5.05897  1.19794  -2.99634  -0.2620
C  1.56155  0.23835  0.21702  -0.3875
C  2.89746  -0.01788  0.88811  0.1701
C  1.36029  0.96351  -0.94692  0.5331
C  -2.50142  1.19156  -1.27479  0.6749
C  4.03694  -0.63791  3.07286  0.1431
C  -6.24289  1.00619  -3.71915  -0.1828
H  -1.09309  1.83991  0.18200  0.2413

Forces on atoms 1 to 6 (eV/Å):
-1.5416 -0.1426 0.1909
0.5634 -0.8737 0.2340
0.4891 0.2423 -0.4805
0.3328 0.0396 0.0455
0.3025 -0.3100 0.0449
0.2946 -0.2695 0.1363

The net charge is 0. Its multiplicity is 1.

It is found that the calculated total energy values, taken in the order of the records, are -24531.80180; -40096.54676; -30787.99358; -147734.02272; -15743.86966; -40990.59773 eV.
It is found that the energy above the lowest of the compared OMol25 structures with the same formula, charge and spin values, taken in the order of the records, are 151.6; 336.5; 69.3; 0.0; 236.8; 72.3 kJ/mol.